The following is a quantum chemistry calculation of a cluster of 7 separate species, C25H54B2Br2O8P in total at a distorted geometry, from the Open Molecules 2025 dataset.

Values from the calculation:
Gap between HOMO and LUMO = 5.8 eV
LUMO energy = 2.23 eV
HOMO = -3.54 eV
E = -193908.8200 eV
Total charge = -1

Structure (XYZ):
```
92
Properties=species:S:1:pos:R:3:forces:R:3
C 0.079 -2.072 2.989 -0.824 0.149 0.205
C 0.288 -1.004 1.719 1.028 -0.952 1.684
C 0.370 0.528 2.297 -0.889 -0.815 0.684
Br 2.314 1.121 2.431 0.193 -2.139 0.596
B -0.383 1.664 1.373 -0.516 0.463 0.670
Br 0.678 3.388 1.667 -0.674 2.102 -0.048
C -1.924 2.018 1.823 -1.565 0.212 0.133
B -2.862 0.722 2.198 -1.060 -0.486 -0.106
O -2.597 -0.293 3.237 -1.840 0.478 -2.344
O -4.157 0.564 1.445 2.465 -0.846 -0.090
P -0.170 1.257 -0.499 1.023 -0.065 -2.340
C 0.461 2.850 -1.424 -0.842 0.957 -1.005
C -1.830 0.857 -1.352 -0.727 -0.303 -1.556
C -2.098 -0.782 -1.342 0.297 0.302 -0.601
H 0.115 -1.474 4.010 0.141 -1.399 -2.085
H -1.007 -2.560 2.954 2.300 1.008 0.000
H 0.851 -2.951 2.978 -1.352 1.747 0.074
H -0.587 -1.211 0.971 1.896 0.800 1.225
H 1.363 -1.262 1.280 -2.658 0.640 0.443
H -0.051 0.616 3.402 1.119 -0.448 -2.194
H -1.920 2.807 2.696 -0.009 -1.583 -1.446
H -2.435 2.550 0.895 0.812 -0.916 2.030
H -3.219 -1.097 3.129 1.327 2.163 0.106
H -3.976 0.428 0.469 -0.179 0.578 1.644
H 1.554 3.146 -1.129 -2.231 -0.702 -0.382
H 0.448 2.688 -2.604 0.024 0.069 2.446
H -0.266 3.759 -1.225 1.693 -1.762 -0.325
H -1.687 1.134 -2.505 -0.269 -0.480 2.446
H -2.747 1.487 -0.987 1.449 -1.216 -0.587
H -2.510 -1.125 -0.291 0.908 0.447 -2.086
H -1.034 -1.268 -1.581 -2.322 0.916 0.819
H -2.836 -1.114 -2.219 1.580 0.853 2.298
C 7.129 -0.387 4.696 0.338 -0.391 0.146
C 7.090 -0.611 3.208 0.691 -0.860 -0.816
O 7.788 -1.472 2.674 -0.698 0.951 0.684
C 6.165 0.258 2.399 0.203 -0.304 -0.331
H 7.840 -1.086 5.150 -0.140 0.134 -0.124
H 7.456 0.633 4.910 -0.241 -0.002 0.037
H 6.140 -0.568 5.125 0.028 0.246 -0.021
H 6.450 1.308 2.511 -0.216 -0.012 0.128
H 5.133 0.107 2.725 -0.004 0.239 0.038
H 6.242 -0.015 1.342 -0.026 0.053 0.248
C 7.674 -4.016 0.841 -0.220 -0.235 0.367
C 6.693 -4.957 0.195 -0.778 -0.904 1.044
O 5.989 -5.707 0.868 0.837 0.857 -0.909
C 6.607 -4.944 -1.308 -0.394 -0.343 -0.098
H 7.628 -4.134 1.929 -0.009 0.094 -0.296
H 8.688 -4.249 0.507 -0.033 0.190 -0.123
H 7.419 -2.983 0.591 0.225 -0.067 -0.010
H 7.574 -5.218 -1.738 -0.013 0.226 -0.035
H 6.304 -3.953 -1.654 0.215 -0.023 -0.049
H 5.858 -5.673 -1.635 0.150 0.154 0.093
C -6.359 -0.295 -4.567 -0.024 -0.064 0.508
C -4.892 -0.566 -4.772 1.053 -0.408 1.373
O -4.160 -0.863 -3.829 -1.204 0.369 -1.542
C -4.357 -0.459 -6.174 0.494 -0.112 0.081
H -6.604 -0.408 -3.505 0.090 0.026 -0.239
H -6.594 0.728 -4.873 -0.087 -0.131 -0.153
H -6.953 -1.010 -5.141 -0.023 0.193 -0.113
H -4.502 0.556 -6.552 -0.140 -0.127 -0.107
H -4.861 -1.182 -6.820 -0.091 0.197 -0.063
H -3.284 -0.681 -6.171 -0.244 0.060 0.039
C -8.912 1.299 3.971 -0.555 -0.068 0.004
C -8.449 0.339 2.908 -0.695 -1.002 -0.848
O -9.244 -0.379 2.305 0.782 0.872 0.753
C -6.973 0.290 2.613 -0.318 -0.319 -0.326
H -10.000 1.226 4.076 0.224 -0.001 -0.037
H -8.450 1.045 4.928 0.115 0.198 -0.081
H -8.657 2.322 3.684 0.157 -0.067 0.175
H -6.425 -0.008 3.510 0.094 0.254 -0.053
H -6.632 1.269 2.266 0.172 -0.110 0.211
H -6.785 -0.447 1.826 -0.014 0.234 0.211
C 0.940 7.468 -0.110 -0.458 -0.093 0.031
C 1.404 6.508 -1.172 -1.300 -1.146 -0.845
O 0.608 5.791 -1.776 1.209 1.419 0.666
C 2.879 6.460 -1.467 0.037 -0.362 -0.333
H -0.147 7.395 -0.004 0.264 -0.047 -0.027
H 1.402 7.215 0.848 0.061 0.139 -0.066
H 1.196 8.492 -0.397 0.156 -0.020 0.139
H 3.428 6.161 -0.570 0.024 0.184 -0.024
H 3.221 7.438 -1.815 0.086 0.007 0.198
H 3.068 5.723 -2.255 -0.084 0.139 0.190
C 1.667 -4.432 -2.202 0.313 0.257 0.284
C 1.081 -3.332 -3.046 0.588 1.872 0.258
O 1.444 -2.165 -2.915 -0.482 -1.756 -0.288
C 0.033 -3.716 -4.056 -0.140 0.425 -0.214
H 2.410 -4.008 -1.518 -0.196 -0.062 -0.151
H 0.879 -4.907 -1.612 0.063 -0.143 -0.139
H 2.160 -5.169 -2.841 -0.182 -0.122 0.063
H -0.828 -4.159 -3.548 0.084 -0.147 -0.101
H 0.453 -4.421 -4.778 -0.125 -0.142 0.118
H -0.300 -2.821 -4.592 0.080 -0.172 0.169
```
Forces are in eV/Å.